Below is the molecule C4H8N2O at a distorted geometry, with properties calculated with ωB97M-V/def2-TZVPD.

The frontier orbital gap is 10.29 eV. The energy above the lowest of the compared OMol25 structures with the same formula, charge and spin is 71.91 kcal/mol. The SMILES is C[C@](O)(C#N)CN. As for the lowest unoccupied orbital energy: 0.700 eV.

Geometry as ORCA input:
```
! wB97M-V def2-TZVPD RIJCOSX def2/J DEFGRID3
* xyz 0 1
C 0.6809 1.2400 -0.8700
C 0.5033 -0.0453 -0.0228
O 0.3079 -0.0142 1.5434
C 1.6878 -0.8834 0.0912
N 2.5127 -1.4209 0.6956
C -0.8014 -0.7899 -0.4391
N -1.8336 -0.0486 0.2574
H 1.5440 1.8095 -0.5293
H -0.2321 1.8350 -0.8010
H 0.8383 1.0549 -1.9534
H 0.7633 0.4222 2.2993
H -0.7111 -1.8584 -0.1828
H -1.0208 -0.7509 -1.5202
H -1.5139 -0.0308 1.2233
H -2.7253 -0.5192 0.2085
*
```